Computed, not measured: one molecule with the formula C4H9NO, with ωB97M-V/def2-TZVPD.

## Properties
ΔE to the lowest compared entry with this formula, charge and spin in eV: 2.169
Orbital gap in eV: 10.498
Total charge: 0

XYZ file:
```
15
C4H9NO ωB97M-V/def2-TZVPD
O 0.909 -0.970 -1.868
N 0.806 -1.401 -0.548
C 0.479 -0.466 0.260
C 0.332 -0.893 1.695
C 0.195 0.964 -0.134
C -1.229 1.137 -0.679
H -1.427 2.183 -0.937
H 0.914 1.292 -0.891
H -1.981 0.831 0.057
H 1.156 -1.794 -2.307
H 0.530 -1.965 1.764
H 1.028 -0.360 2.354
H -0.680 -0.695 2.071
H -1.362 0.531 -1.580
H 0.330 1.609 0.742
```